DFT (the ωB97M-V functional and the def2-TZVPD basis) results for 3 unconnected molecules or ions with the total composition C6H17N3.

Geometry as ORCA input:
```
! wB97M-V def2-TZVPD RIJCOSX def2/J DEFGRID3
* xyz 0 1
N 0.189 1.971 2.261
N 1.639 -0.044 0.781
N 0.280 -2.634 0.065
C 0.683 0.404 0.009
C 0.245 -1.856 -2.235
C 1.061 1.157 -1.241
C -0.355 -1.816 -0.863
C -1.980 1.297 1.332
C -0.573 1.762 1.118
H 1.322 -1.666 -2.198
H -1.439 -1.867 -0.829
H -0.203 -1.105 -2.887
H -2.492 1.173 0.375
H 0.182 1.363 -1.854
H 1.265 -2.401 0.200
H -0.283 -3.065 0.787
H 1.770 0.582 -1.842
H 0.116 -2.843 -2.699
H 0.046 1.275 2.985
H 1.534 2.109 -0.981
H -0.454 2.555 0.386
H 1.244 -0.512 1.600
H -2.573 2.021 1.909
H 1.190 2.010 2.055
H -2.007 0.345 1.873
H -0.407 -0.216 -0.108
*
```

The total energy comes out at -402.9059 hartree. For the HOMO energy (spin up / spin down), the calculation gives -6.5 / -6.3 eV. As for the HOMO-LUMO gap (spin up / spin down): 7.37 / 6.68 eV. The energy relative to the best compared isomer or geometry (same formula, charge and spin) is 4.578 eV.